Entry 1:
7 unconnected molecules or ions with the total composition C7H28O7, computed with ωB97M-V/def2-TZVPD.

XYZ file:
```
42
Properties=species:S:1:pos:R:3:forces:R:3
C -3.68542 -3.90490 -3.44900 -0.8 -0.3 -1.1
O -3.85179 -2.75822 -2.66894 0.6 1.1 0.4
H -2.75061 -4.44818 -3.31093 -0.3 -0.4 1.1
H -4.65511 -4.38944 -3.33483 0.6 -1.4 -0.2
H -3.59747 -3.71917 -4.51945 -0.3 0.9 -0.2
H -4.57354 -2.93762 -2.06191 0.2 0.2 0.0
C -4.46933 -2.66071 4.33755 -0.8 0.6 2.0
O -5.74505 -3.32259 4.38018 0.4 -0.4 -1.2
H -4.51337 -1.62243 4.00874 -0.2 -0.1 -0.7
H -4.23355 -2.54970 5.39594 0.9 -0.1 0.1
H -3.67807 -3.21612 3.83402 -0.6 -0.2 -0.1
H -6.38170 -2.81571 4.88942 0.3 0.2 0.0
C -5.44681 3.30648 -3.90390 0.3 0.0 -0.6
O -5.98423 2.04208 -3.63196 -0.3 -0.8 0.2
H -5.18323 3.39712 -4.95766 0.1 0.0 -0.3
H -6.21739 4.05632 -3.72485 0.3 0.1 0.5
H -4.51534 3.38705 -3.34357 -0.2 0.9 0.2
H -5.25635 1.50427 -3.31170 -0.2 -0.2 0.0
C 1.00328 -1.61641 0.47012 -0.1 -0.1 -1.0
O 0.25905 -0.65205 -0.28932 0.2 0.2 0.7
H 1.54064 -1.12574 1.28166 -0.3 0.1 -0.1
H 0.37971 -2.42868 0.84356 -0.2 0.1 0.3
H 1.73894 -2.07686 -0.18934 0.3 -0.1 0.1
H -0.24364 -1.08265 -0.98466 0.1 -0.2 0.1
C 8.38571 -1.73266 -0.90294 0.3 -0.1 0.3
O 9.66309 -2.13617 -1.43608 -0.7 0.1 0.6
H 8.45525 -1.40105 0.13306 0.4 0.5 0.0
H 7.96287 -0.94491 -1.52643 -0.2 -0.1 0.1
H 7.70166 -2.57058 -0.76848 0.1 -0.3 -0.8
H 10.30703 -1.62533 -0.94010 0.2 -0.1 -0.2
C -1.04122 3.53667 2.91144 -1.0 -0.4 0.2
O -1.83835 3.16919 1.79739 0.2 -0.2 -0.5
H -1.78378 3.63527 3.70325 0.3 0.5 0.3
H -0.39224 2.71808 3.22265 0.4 0.2 -0.1
H -0.52058 4.47519 2.72113 0.2 -0.1 0.2
H -1.31425 2.59686 1.23228 0.0 0.0 -0.2
C 5.46955 3.10160 0.82160 0.5 -0.1 0.5
O 6.76472 3.52811 0.45060 0.5 0.3 -0.4
H 5.15733 2.25377 0.21184 -0.3 0.2 -0.2
H 5.60367 2.73439 1.83908 -0.5 0.0 0.1
H 4.76622 3.93386 0.79404 -0.2 -0.3 0.0
H 6.71382 4.36140 -0.02337 0.0 -0.1 0.0
```
Forces are in eV/Å.

Properties
Kohn-Sham gap = 10.37 eV
LUMO level = 0.24 eV

Atomic partial charges in e from the natural (NBO) method, atoms 1 to 4: -0.252, -0.723, 0.168, 0.171

Entry 2:
9 unconnected molecules or ions with the total composition C7H29FN13O9, computed with ωB97M-V/def2-TZVPD.

XYZ file:
```
59
Properties=species:S:1:pos:R:3:forces:R:3
N -12.16962 4.71778 -17.41033 -0.7 -0.8 -0.6
H -12.64300 5.63829 -17.40133 0.1 0.5 0.3
H -12.86184 4.13671 -17.92859 0.3 0.2 0.2
H -11.96640 4.32283 -16.48822 0.0 0.6 -0.1
H -11.33423 4.74801 -18.00806 0.1 0.2 -0.3
F -10.23379 4.77023 -19.57073 0.0 0.1 0.4
O -14.15702 9.08382 -17.18515 -0.3 -0.2 0.4
C -14.08837 8.10744 -18.16158 0.7 -0.6 -1.8
O -13.58846 6.99400 -17.84208 -0.1 0.0 1.2
O -14.43596 8.41293 -19.30479 -0.4 0.4 0.4
H -13.81383 8.63739 -16.40220 0.2 0.2 0.0
C -11.88319 7.04781 -21.82819 -0.1 -1.5 0.2
O -12.41458 7.91842 -22.49541 0.3 0.4 0.0
N -12.43744 6.40044 -20.76257 -0.3 0.4 -0.3
N -10.66612 6.47072 -22.15329 0.0 0.6 -0.4
H -11.85779 5.69249 -20.32582 -0.1 0.2 0.5
H -13.21034 6.84915 -20.27962 0.1 0.0 0.2
H -10.22857 6.82368 -22.98201 0.2 -0.1 0.0
H -10.30131 5.68487 -21.63706 0.1 0.1 0.1
C -9.71265 3.73078 -15.50336 -0.5 0.4 -0.8
O -10.59985 4.52240 -15.21704 0.4 -0.5 0.7
N -9.17763 2.81143 -14.65643 0.0 0.1 0.6
N -9.25812 3.62085 -16.79856 0.2 -0.3 0.6
H -8.30824 2.36411 -14.87370 0.0 -0.1 0.1
H -9.53481 2.77787 -13.71712 0.0 0.0 0.0
H -9.45685 4.41133 -17.39693 0.2 -0.1 -0.3
H -8.35936 3.17438 -16.87359 0.0 0.1 -0.6
C -9.27651 7.60224 -17.63752 -0.9 1.6 -0.3
O -9.26753 8.49500 -16.79350 0.3 -0.4 0.1
N -10.14158 7.55053 -18.68163 1.1 -0.8 0.6
N -8.35370 6.59488 -17.66236 0.8 -0.5 0.5
H -10.74018 8.31681 -18.91822 -0.2 -0.1 0.0
H -9.98208 6.70492 -19.21467 -1.1 0.1 -0.8
H -7.81168 6.48600 -16.82496 0.0 0.0 0.0
H -8.37772 5.83569 -18.32330 -0.2 0.2 -0.1
C -15.33932 4.97015 -14.71367 0.0 0.3 -0.3
O -14.29548 4.45276 -15.06671 0.1 -0.4 0.3
N -16.33819 4.25171 -14.09283 0.2 -0.3 -0.3
N -15.62806 6.27662 -14.94680 -0.2 0.3 0.4
H -17.06586 4.67270 -13.54843 0.1 0.1 0.1
H -16.07801 3.29869 -13.91343 -0.2 0.0 0.2
H -16.56435 6.62870 -14.88541 0.0 0.0 0.0
H -14.90017 6.91657 -15.20621 0.1 -0.3 -0.4
C -14.05729 3.49312 -20.21446 0.7 0.7 -0.6
O -14.05657 3.67863 -19.00532 -0.5 -0.7 0.1
N -13.02244 2.88992 -20.87432 0.0 -0.5 0.2
N -15.03271 3.95496 -21.03749 0.2 -0.8 0.3
H -12.22657 2.56633 -20.35699 0.1 0.3 0.1
H -12.99705 2.76295 -21.86788 -0.1 0.2 0.0
H -14.83506 3.89413 -22.01712 -0.5 0.5 -0.1
H -15.74981 4.52111 -20.62462 0.0 0.2 -0.3
C -11.86216 1.03652 -14.77557 -0.9 0.1 0.0
O -11.83163 1.03706 -13.54933 0.3 -0.1 -0.1
N -10.99498 0.28760 -15.52052 -0.3 -0.1 0.5
N -12.83142 1.70640 -15.46439 0.8 -0.7 0.7
H -10.29297 -0.11808 -14.92872 0.4 -0.1 -0.5
H -10.88888 0.44337 -16.50431 0.3 -0.1 0.0
H -12.78895 1.76697 -16.46305 -0.5 0.4 0.0
H -13.46098 2.18859 -14.84562 -0.2 0.7 -0.7
```
Forces are in eV/Å.

Properties
Kohn-Sham gap = 7.56 eV
LUMO level = 2.25 eV
total charge = -1

Atomic partial charges in e from the natural (NBO) method, atoms 1 to 4: -0.951, 0.487, 0.443, 0.440

Entry 3:
2 unconnected molecules or ions with the total composition C7H2N7O4, computed with ωB97M-V/def2-TZVPD.

XYZ file:
```
20
Properties=species:S:1:pos:R:3:forces:R:3
N 4.18534 -0.41529 -0.27035 -2.2 -0.2 0.4
C 3.02969 -0.44230 -0.09235 1.8 0.3 -0.5
C 1.60320 -0.44605 0.09493 -0.9 0.5 1.2
C 1.00945 0.39959 1.06926 1.1 0.0 -0.5
C -0.36120 0.27615 1.31315 -1.2 0.7 1.0
N -1.17011 0.93257 2.23897 0.6 -1.1 -1.6
O -0.95861 1.68512 3.17118 -0.3 -0.5 -0.6
O -2.49734 0.52530 1.92049 1.0 0.4 0.4
N -2.52022 -0.32572 0.84233 2.2 -0.2 -0.2
C -1.21148 -0.48989 0.50143 -2.4 -0.1 -0.6
C -0.62791 -1.24179 -0.58785 1.1 0.3 0.3
N -1.40686 -1.96229 -1.56517 -0.7 -1.3 -1.5
O -2.64984 -1.89446 -1.58954 2.2 0.2 0.6
O -0.75725 -2.65415 -2.38821 -1.0 1.0 1.2
C 0.77200 -1.24145 -0.72482 -1.1 0.1 0.0
H 1.58286 1.06951 1.70864 0.0 -0.3 -0.3
H 1.22300 -1.82572 -1.52744 -0.3 0.2 0.3
N 0.92501 2.43614 -0.42740 -0.1 0.1 -0.1
N 0.24615 2.67619 -1.36990 -1.1 0.3 -1.4
N -0.41589 2.93854 -2.31736 1.3 -0.6 1.9
```
Forces are in eV/Å.

Properties
Kohn-Sham gap = 4.84 eV
LUMO level = 0.78 eV
total charge = -1

Atomic partial charges in e from the natural (NBO) method, atoms 1 to 4: -0.329, 0.296, -0.243, 0.024

| no. | maximum force (eV Å⁻¹) |
| --- | --- |
| 1 | 2.22 |
| 2 | 1.98 |
| 3 | 2.51 |